[1]
Formula: C29H38F4O5S
Source: OMol25
Level of theory: ωB97M-V/def2-TZVPD

ORCA input file:
```
! RIJCOSX wB97M-V def2-TZVPD def2/J DEFGRID3
* xyz 0 1
S -0.51 1.72 -2.02
F -0.87 -4.12 3.46
F -2.43 -2.28 4.02
F 0.51 -2.69 2.28
F -0.76 -1.39 5.18
O -3.59 -2.78 -4.07
O -5.20 -2.11 -2.70
O -0.80 1.31 4.41
O -0.05 4.78 -1.66
O -2.64 0.72 -0.09
C 2.74 1.29 4.11
C -1.75 -2.37 -0.40
C 1.20 4.44 -2.31
C 3.21 3.93 1.37
C 2.12 3.54 -1.40
C -1.71 0.51 0.66
C 3.31 0.59 2.81
C -2.28 -2.04 1.05
C 1.27 2.43 2.37
C -0.68 -3.52 -0.47
C 0.21 2.06 -0.36
C -4.43 -1.79 -3.58
C -0.64 0.85 3.31
C 1.92 3.07 1.20
C -0.45 1.43 0.77
C -1.21 -0.56 2.90
C -1.71 -0.71 1.64
C -1.40 -1.52 -4.12
C -1.14 -1.75 3.90
C -0.04 -2.33 -4.09
C -2.55 -2.28 -4.93
C -4.48 -0.31 -4.08
C 1.87 2.61 3.79
C -0.15 -2.92 3.47
C 4.00 1.71 4.98
C 1.41 2.90 -0.18
C 0.08 1.60 2.15
C -0.47 -3.90 -2.02
C 0.42 -2.74 -2.64
H 4.52 2.53 4.41
H 0.33 -3.20 -0.10
H -1.35 -1.49 -0.97
H 0.64 -3.06 4.27
H 0.40 0.83 -2.56
H -2.65 -2.73 -0.99
H -2.07 -3.18 -5.39
H 1.09 2.64 4.60
H 3.98 3.52 0.66
H 1.48 -3.13 -2.73
H -0.03 -4.92 -2.14
H -0.05 -3.25 -4.73
H 0.50 -1.83 -1.97
H -0.65 5.05 -2.37
H 2.49 2.69 -2.05
H 3.71 2.01 6.02
H -4.31 -0.20 -5.18
H 4.74 0.86 5.05
H -3.75 0.30 -3.49
H -1.49 -3.84 -2.48
H 3.67 3.89 2.39
H 4.15 -0.09 3.15
H 2.57 -0.10 2.31
H -2.12 -2.91 1.72
H 1.71 5.34 -2.74
H -1.82 -1.31 -3.10
H -3.40 -1.90 0.96
H 2.47 3.54 3.92
H -5.50 0.09 -3.82
H -1.24 -0.53 -4.62
H 0.75 -1.65 -4.52
H -1.08 -4.42 0.06
H 3.78 1.31 2.09
H 0.91 3.80 -3.20
H 3.05 5.01 1.10
H 2.15 0.53 4.69
H 3.03 4.14 -1.15
H -2.93 -1.66 -5.79
*
```

Values from the calculation:
HOMO-LUMO gap in eV: 8.2
Electronic energy in a.u.: -2301.56036
Largest force on an atom in Eh/bohr: 0.047

[2]
Formula: C28H27N5O4
Source: OMol25
Level of theory: ωB97M-V/def2-TZVPD

ORCA input file:
```
! RIJCOSX wB97M-V def2-TZVPD def2/J DEFGRID3
* xyz 0 1
O -0.11 -3.54 0.53
O 1.70 -0.71 0.89
O 0.53 0.86 -1.79
O 3.85 1.93 -2.57
N 0.06 -1.98 -1.09
N -0.45 -0.02 0.92
N -1.38 -2.50 5.10
N -3.01 2.46 0.06
N 2.13 1.77 -0.47
C 2.58 1.48 -2.78
C 2.13 -2.56 -4.02
C -3.39 2.90 1.28
C -4.22 3.85 3.77
C -0.26 -2.41 0.14
C 1.66 1.33 -1.65
C -1.03 -1.36 0.98
C 0.75 -2.30 -3.43
C -2.45 -2.17 4.39
C -2.40 -1.81 3.05
C -4.41 3.86 1.37
C 3.61 1.54 -4.75
C 2.35 -2.81 -1.63
C -0.04 -2.15 3.16
C -4.81 4.32 2.59
C -0.21 -2.50 4.49
C -1.41 1.02 1.10
C 2.39 1.23 -4.11
C 1.33 1.65 0.73
C 0.88 0.19 0.87
C -3.22 2.91 3.72
C -1.16 -1.80 2.42
C -1.77 1.45 2.35
C -2.08 1.56 -0.03
C 0.84 -2.81 -1.98
C 4.45 1.96 -3.76
C 3.07 -2.24 -2.86
C -2.78 2.42 2.48
H -0.05 -2.79 -3.99
H -2.76 2.54 4.62
H 0.63 -2.78 5.11
H 2.23 -3.62 -4.29
H 1.94 1.91 1.59
H 3.83 1.47 -5.79
H 0.55 -1.23 -3.41
H 0.94 -2.16 2.70
H 3.10 2.03 -0.40
H 5.47 2.29 -3.78
H -4.86 4.21 0.46
H 3.16 -1.15 -2.76
H 0.05 -0.98 -1.31
H -2.03 -1.29 0.54
H 2.53 -2.22 -0.74
H 2.33 -1.96 -4.90
H 2.68 -3.83 -1.44
H 0.44 -3.82 -1.88
H 1.49 0.87 -4.57
H -5.60 5.06 2.66
H -3.39 -2.19 4.93
H -1.28 1.05 3.23
H -3.30 -1.55 2.52
H 0.47 2.32 0.67
H -4.56 4.23 4.73
H 4.06 -2.66 -2.99
H -1.80 1.24 -1.02
*
```

Values from the calculation:
Relative energy (zero: lowest compared OMol25 entry of this formula, charge and spin) in kJ/mol: 0.00
HOMO-LUMO gap in eV: 9.0
Electronic energy in a.u.: -1657.99015
Largest force on an atom in Eh/bohr: 0.025

[3]
Formula: C5H10N3OS
Source: OMol25
Level of theory: ωB97M-V/def2-TZVPD

ORCA input file:
```
! RIJCOSX wB97M-V def2-TZVPD def2/J DEFGRID3
* xyz 1 1
S -2.89 0.01 0.33
O 1.00 0.70 -1.22
N -0.43 1.04 0.51
N -0.70 -0.80 -1.82
N -1.73 -1.26 0.16
C -0.66 -1.09 -0.55
C -1.62 1.23 0.71
C 0.82 0.37 0.23
C 0.65 -1.16 0.22
C 1.88 0.86 1.14
H 0.17 -0.47 -2.42
H 1.52 0.83 2.10
H 2.92 0.43 1.11
H -2.31 2.11 0.80
H -1.47 -1.08 -2.36
H 1.58 -1.56 -0.43
H -1.80 -1.76 0.98
H 0.56 1.57 -1.38
H 2.00 1.84 0.83
H 0.52 -1.83 1.06
*
```

Values from the calculation:
Relative energy (zero: lowest compared OMol25 entry of this formula, charge and spin) in kJ/mol: 233.85
HOMO-LUMO gap in eV: 9.2
Electronic energy in a.u.: -833.85800
Largest force on an atom in Eh/bohr: 0.080

[4]
Formula: C33H27ClIN5O2Zr
Source: OMol25
Level of theory: ωB97M-V/def2-TZVPD

ORCA input file:
```
! RIJCOSX wB97M-V def2-TZVPD def2/J DEFGRID3
* xyz 2 1
I 2.09 -2.21 -6.77
Zr 1.64 0.56 -2.52
Cl 5.77 -4.88 -3.36
O -6.61 -0.69 7.53
O 1.62 -0.73 -3.96
N -3.15 -0.74 2.15
N 1.03 1.56 -0.61
N 2.89 -0.99 -1.59
N -0.38 -0.37 -1.87
N -2.10 0.92 3.18
C 1.40 3.05 1.22
C -1.80 -0.70 0.05
C -2.46 -1.74 -0.64
C 2.77 2.01 -4.70
C 4.43 -2.08 -0.15
C 4.81 -2.94 -1.15
C -2.16 -0.26 1.36
C -5.84 -1.29 5.43
C -1.02 -1.35 -2.50
C -2.06 -2.06 -1.91
C 0.36 2.49 1.91
C 3.97 -3.47 -4.75
C -4.98 -1.13 4.37
C 3.63 2.97 -5.51
C -1.48 0.77 1.96
C -0.75 -0.05 -0.60
C -3.11 -0.01 3.25
C -0.03 1.01 0.06
C 2.59 -1.69 -3.87
C -5.73 -0.46 6.55
C -3.99 -0.14 4.40
C 1.72 2.55 -0.04
C 1.30 2.44 -4.74
C -6.56 0.13 8.71
C 4.57 -3.66 -3.54
C -4.75 0.53 6.59
C 3.21 1.93 -3.21
C 2.98 -2.48 -4.92
C 3.24 -1.86 -2.62
C 3.47 -1.11 -0.41
C 4.23 -2.84 -2.43
C -0.39 1.44 1.35
C -3.89 0.68 5.51
H -2.55 -2.86 -2.46
H 3.33 2.98 -6.56
H 3.17 -0.41 0.36
H 4.67 2.68 -5.46
H 0.85 2.30 -5.73
H 2.54 2.96 -0.61
H -1.88 1.59 3.90
H -5.07 -1.77 3.50
H 5.56 -3.69 -0.98
H -7.35 -0.23 9.35
H -3.14 1.45 5.57
H -3.28 -2.25 -0.14
H -4.65 1.18 7.45
H 0.11 2.86 2.90
H 0.64 1.87 -4.06
H 4.24 1.55 -3.13
H 3.54 3.99 -5.13
H -6.61 -2.04 5.42
H 1.99 3.86 1.63
H 4.26 -4.09 -5.59
H 4.87 -2.14 0.84
H -6.73 1.17 8.46
H 2.85 1.03 -5.17
H -0.69 -1.57 -3.51
H 3.23 2.96 -2.82
H 1.20 3.49 -4.45
H -5.60 0.02 9.21
*
```

Values from the calculation:
Relative energy (zero: lowest compared OMol25 entry of this formula, charge and spin) in kJ/mol: 57.04
HOMO-LUMO gap in eV: 5.2
Electronic energy in a.u.: -2502.56671
Largest force on an atom in Eh/bohr: 0.024

[5]
Formula: C10H29B2O3
Source: OMol25
Level of theory: ωB97M-V/def2-TZVPD

ORCA input file:
```
! RIJCOSX wB97M-V def2-TZVPD def2/J DEFGRID3
* xyz -1 1
O -2.80 3.94 -0.35
O 1.98 -2.97 1.07
O 0.88 -1.39 -2.50
C -0.37 4.02 0.05
C -1.61 -3.55 -2.55
C -3.18 4.37 0.93
C 2.89 -1.92 1.33
C -3.35 5.88 1.06
C -0.70 0.20 -1.26
C -1.55 4.42 -0.82
C 4.26 -2.13 0.72
C 2.34 -4.24 1.58
C 2.44 -4.29 3.10
B -1.78 -1.93 -2.93
B -0.49 -1.06 -2.25
H 4.17 -2.37 -0.34
H -1.67 -1.75 -4.16
H -0.61 -3.82 -2.20
H 3.27 -4.60 1.13
H -2.40 6.40 0.98
H -2.32 -3.87 -1.79
H -2.48 4.00 1.69
H 1.54 -3.88 3.56
H 2.42 -1.04 0.89
H -2.87 -1.47 -2.60
H -1.59 5.51 -0.94
H 1.54 -4.91 1.25
H 4.81 -2.94 1.20
H -1.44 3.99 -1.82
H 1.17 -1.98 -1.78
H -0.36 2.94 0.21
H 0.23 0.47 -0.73
H -0.40 4.51 1.02
H 2.57 -5.32 3.44
H -0.97 1.04 -1.90
H 0.56 4.30 -0.44
H -1.50 0.00 -0.56
H -1.78 -4.18 -3.43
H -4.14 3.88 1.12
H -4.01 6.25 0.27
H 4.86 -1.22 0.82
H 3.29 -3.71 3.47
H -3.79 6.12 2.03
H 2.97 -1.73 2.41
*
```

Values from the calculation:
HOMO-LUMO gap in eV: 5.9
Electronic energy in a.u.: -673.81041
Largest force on an atom in Eh/bohr: 0.017

[6]
Formula: C6H7NO
Source: OMol25
Level of theory: ωB97M-V/def2-TZVPD

ORCA input file:
```
! RIJCOSX wB97M-V def2-TZVPD def2/J DEFGRID3
* xyz 0 1
O -1.00 2.45 0.10
N 2.60 0.14 -0.08
C 1.37 0.80 0.01
C 0.15 0.24 0.01
C -1.81 -1.00 0.12
C -0.96 1.23 0.03
C -0.32 -1.15 0.12
C -2.14 0.29 -0.10
H 1.49 1.86 -0.10
H -2.49 -1.78 -0.37
H 2.68 -0.87 -0.02
H -3.10 0.67 -0.34
H -0.01 -1.90 -0.65
H 3.53 0.54 0.18
H 0.02 -1.53 1.10
*
```

Values from the calculation:
Relative energy (zero: lowest compared OMol25 entry of this formula, charge and spin) in kJ/mol: 100.68
HOMO-LUMO gap in eV: 9.0
Electronic energy in a.u.: -362.77514
Largest force on an atom in Eh/bohr: 0.067

[7]
Formula: C15H15N4NaOS3
Source: OMol25
Level of theory: ωB97M-V/def2-TZVPD

ORCA input file:
```
! RIJCOSX wB97M-V def2-TZVPD def2/J DEFGRID3
* xyz -2 1
S 0.48 5.05 0.91
S -1.49 2.52 1.87
S 1.76 1.84 0.93
Na -0.19 2.97 -0.10
O 0.27 -2.38 2.71
N 0.63 -0.41 1.64
N 1.01 6.36 4.33
N -1.33 3.36 5.48
N 1.08 -0.24 -0.65
C 2.20 -1.74 -3.15
C -2.68 -1.67 -0.91
C 0.02 -1.65 1.75
C -1.91 -3.93 -0.55
C -0.77 3.69 2.96
C 1.13 0.33 0.58
C 0.58 5.64 3.53
C -1.01 -3.47 0.42
C 1.55 0.36 -1.89
C 1.29 -0.52 -3.11
C -1.09 3.50 4.35
C -2.74 -3.03 -1.21
C 0.03 4.72 2.56
C -1.79 -1.21 0.06
C -0.93 -2.11 0.71
H 0.98 -1.25 -0.68
H -1.97 -5.00 -0.77
H 1.00 -0.10 2.53
H 0.24 -0.84 -3.13
H 3.25 -1.44 -3.15
H -0.37 -4.18 0.94
H 1.47 0.07 -4.02
H -3.44 -3.39 -1.96
H 2.01 -2.32 -4.06
H 2.62 0.58 -1.79
H -3.34 -0.97 -1.42
H -1.77 -0.15 0.30
H 0.15 2.09 -1.71
H 2.03 -2.40 -2.29
H 1.03 1.32 -2.02
*
```

Values from the calculation:
HOMO-LUMO gap in eV: 4.4
Electronic energy in a.u.: -2231.71078
Largest force on an atom in Eh/bohr: 0.038

[8]
Formula: C5H10NP
Source: OMol25
Level of theory: ωB97M-V/def2-TZVPD

ORCA input file:
```
! RIJCOSX wB97M-V def2-TZVPD def2/J DEFGRID3
* xyz 0 1
P 0.07 0.30 -0.42
N 1.71 0.89 -3.70
C -0.87 0.57 1.12
C 0.03 1.80 -1.26
C -0.48 -1.37 -0.98
C 1.78 0.00 0.13
C 1.07 1.22 -2.81
H -0.92 1.96 -1.77
H -0.65 -0.20 1.86
H -0.60 1.55 1.51
H 2.40 -0.16 -0.75
H 1.84 -0.86 0.79
H 0.16 -1.67 -1.81
H -1.93 0.56 0.90
H -1.51 -1.31 -1.34
H -0.41 -2.10 -0.18
H 2.13 0.89 0.65
*
```

Values from the calculation:
Relative energy (zero: lowest compared OMol25 entry of this formula, charge and spin) in kJ/mol: 161.25
HOMO-LUMO gap in eV: 9.3
Electronic energy in a.u.: -592.51806
Largest force on an atom in Eh/bohr: 0.105

[9]
Formula: C3H5BrO
Source: OMol25
Level of theory: ωB97M-V/def2-TZVPD

ORCA input file:
```
! RIJCOSX wB97M-V def2-TZVPD def2/J DEFGRID3
* xyz 0 1
Br 0.71 -1.15 -2.00
O 1.49 0.15 0.35
C 0.68 -0.85 0.99
C 0.46 -0.22 -0.34
C -0.98 0.89 -0.45
H 0.19 -0.47 1.88
H -1.68 0.64 0.33
H -0.58 1.90 -0.31
H 1.19 -1.78 1.00
H -1.46 0.90 -1.44
*
```

Values from the calculation:
Relative energy (zero: lowest compared OMol25 entry of this formula, charge and spin) in kJ/mol: 150.82
HOMO-LUMO gap in eV: 10.8
Electronic energy in a.u.: -2766.47861
Largest force on an atom in Eh/bohr: 0.119

[10]
Formula: C21H70N8O14
Source: OMol25
Level of theory: ωB97M-V/def2-TZVPD

ORCA input file:
```
! RIJCOSX wB97M-V def2-TZVPD def2/J DEFGRID3
* xyz 0 1
O -2.75 -10.36 4.91
O -5.34 -9.05 5.95
O -6.31 -3.22 5.46
O -3.72 -4.63 2.56
O -3.66 -6.26 0.36
O -3.50 -8.92 0.93
O -3.88 -0.12 4.59
O -1.35 -8.52 3.14
O 0.16 -3.75 4.04
O -8.12 -9.56 2.44
O -0.83 -7.64 8.09
O -7.91 -4.49 3.42
O -2.52 -4.56 6.36
O -0.64 -0.87 -0.14
N -3.91 -9.03 7.85
N -3.48 -1.93 3.13
N 0.20 -8.94 6.43
N -1.33 -7.51 5.79
N -4.74 -4.93 6.84
N -2.89 -2.12 5.20
N -3.30 -6.24 7.82
N -6.14 -9.37 8.16
C -3.41 -1.37 4.33
C -4.64 -10.26 2.52
C -1.88 -2.93 -0.06
C -0.80 -7.73 2.16
C -7.90 -3.91 2.15
C -1.75 -11.63 6.71
C -6.44 -1.84 5.72
C -4.62 -5.21 3.46
C -7.05 -7.64 2.96
C -0.63 -7.99 6.73
C -5.18 -4.77 -0.57
C -0.54 -2.22 0.05
C -0.70 -4.51 3.22
C -6.87 -2.79 2.00
C -3.49 -5.21 7.07
C -5.16 -9.15 7.35
C -5.04 -6.09 0.13
C -7.65 -8.90 3.55
C -4.63 -9.76 1.07
C -4.05 -6.61 3.88
C -2.86 -11.52 5.65
H -6.86 -2.01 2.68
H -6.19 -4.56 -0.80
H -1.93 -12.38 7.47
H -3.88 -11.42 6.12
H -1.59 -10.68 7.12
H -4.54 -10.65 0.43
H -3.57 -9.85 4.83
H -6.87 -2.40 1.01
H -0.19 -2.90 4.35
H -1.83 -6.66 5.98
H -6.16 -7.90 2.40
H -8.45 -8.60 4.16
H -0.09 -5.34 2.76
H -3.60 -7.26 0.50
H -1.14 -3.94 2.48
H -7.40 -1.59 6.24
H -3.96 -1.33 2.46
H -5.49 -10.87 2.65
H -1.82 -4.04 0.14
H -3.12 -9.19 7.22
H -2.57 -2.54 0.67
H -4.70 -4.52 4.28
H -5.60 -1.61 6.35
H -4.73 -3.95 0.02
H -6.70 -3.41 4.64
H -3.31 -2.95 3.01
H -6.91 -9.45 4.08
H -2.97 -1.83 6.20
H -2.97 -12.40 5.02
H -3.70 -5.25 1.83
H -5.55 -5.20 2.96
H -5.05 -4.15 6.27
H -4.08 -7.40 3.10
H 0.32 -9.22 5.46
H -0.88 -11.90 6.18
H -7.08 -9.57 7.75
H -6.87 -6.95 3.68
H -1.38 -5.01 3.85
H -5.54 -6.10 1.11
H -4.81 -9.46 3.27
H -3.63 -9.21 8.84
H -8.61 -5.16 3.59
H -2.70 -3.12 5.18
H -4.06 -6.94 8.01
H -0.52 -8.31 1.27
H -5.34 -6.96 -0.43
H -0.88 -0.69 -1.05
H -3.09 -6.48 4.28
H -8.90 -3.57 1.88
H -6.39 -1.21 4.87
H -7.75 -7.19 2.36
H -2.80 -9.46 0.56
H -1.40 -6.86 1.83
H -5.49 -5.43 7.26
H -4.58 -7.15 4.67
H -2.35 -2.83 -0.96
H -1.52 -7.96 4.87
H -5.87 -3.27 2.08
H -3.81 -10.90 2.76
H -7.62 -4.78 1.44
H -2.34 -6.68 7.95
H 0.21 -7.44 2.57
H -0.05 -2.53 0.96
H -5.95 -9.62 9.16
H -5.61 -9.26 0.88
H 0.83 -9.44 7.08
H 0.13 -2.50 -0.79
H -2.11 -8.96 2.73
H -8.76 -9.03 1.96
H -4.66 -4.74 -1.51
*
```

Values from the calculation:
Relative energy (zero: lowest compared OMol25 entry of this formula, charge and spin) in kJ/mol: 9.53
HOMO-LUMO gap in eV: 8.0
Electronic energy in a.u.: -2333.39145
Largest force on an atom in Eh/bohr: 0.172

[11]
Formula: H5N5O
Source: OMol25
Level of theory: ωB97M-V/def2-TZVPD

ORCA input file:
```
! RIJCOSX wB97M-V def2-TZVPD def2/J DEFGRID3
* xyz 0 1
O -0.57 -2.66 0.64
N 0.03 0.02 0.35
N 0.78 2.05 0.21
N 0.53 0.95 1.04
N -0.32 0.28 -0.84
N 0.20 1.60 -1.14
H -1.43 -2.45 0.51
H -0.67 2.07 -1.47
H 1.74 2.31 -0.08
H -0.01 -0.82 0.86
H -0.29 -3.35 -0.07
*
```

Values from the calculation:
Relative energy (zero: lowest compared OMol25 entry of this formula, charge and spin) in kJ/mol: 101.68
HOMO-LUMO gap in eV: 7.8
Electronic energy in a.u.: -351.81905
Largest force on an atom in Eh/bohr: 0.123

Q: Among the records above, which one has the highest largest force on an atom?
A: C21H70N8O14

Q: Among the records above, which one has the highest HOMO-LUMO gap?
A: C3H5BrO

Q: Which value of largest force on an atom does entry 9 give?
A: 0.119 Eh/bohr

Q: Look up the electronic energy of the second one.
A: -1657.99015 a.u.